No. 1
The following is a DFT calculation (the ωB97M-V functional and the def2-TZVPD basis) of a cluster of 8 separate species, C72H152N8O8 in total at a distorted geometry.

Computed properties:
SMILES: CC1(C)CCCC(C)(C)N1O.CC1(C)CCCC(C)(C)N1O.CC1(C)CCCC(C)(C)N1O.CC1(C)CCCC(C)(C)N1O.CC1(C)CCCC(C)(C)N1O.CC1(C)CCCC(C)(C)N1O.CC1(C)CCCC(C)(C)N1O.CC1(C)CCCC(C)(C)N1O

The geometry in ORCA input format:
```
! wB97M-V def2-TZVPD RIJCOSX def2/J DEFGRID3
* xyz 0 1
C -9.047 11.308 -0.764
C -7.563 11.447 -1.219
C -7.368 10.949 -2.677
C -7.085 12.963 -1.200
C -6.842 13.687 0.092
C -5.804 12.760 0.943
C -6.321 11.296 1.064
C -5.095 10.507 1.621
C -7.461 11.199 2.180
N -6.730 10.752 -0.245
O -7.084 9.362 -0.178
H -9.722 11.556 -1.584
H -9.473 10.324 -0.565
H -9.012 12.044 0.039
H -7.625 11.734 -3.388
H -6.303 10.718 -2.704
H -7.800 9.955 -2.786
H -6.299 13.130 -1.936
H -7.825 13.627 -1.649
H -6.621 14.742 -0.075
H -7.838 13.653 0.534
H -5.697 13.404 1.816
H -4.860 12.856 0.408
H -5.380 9.526 2.001
H -4.833 10.998 2.558
H -4.154 10.400 1.082
H -7.178 11.770 3.064
H -7.850 10.185 2.278
H -8.409 11.696 1.974
H -7.001 9.002 -1.064
C 6.901 -5.927 -11.985
C 5.475 -6.289 -12.414
C 4.823 -7.344 -11.467
C 4.718 -4.885 -12.237
C 3.322 -4.919 -12.670
C 3.291 -5.365 -14.159
C 4.019 -6.695 -14.555
C 3.141 -7.873 -14.164
C 4.389 -6.621 -16.047
N 5.284 -6.759 -13.850
O 6.165 -7.677 -14.220
H 7.329 -6.925 -12.077
H 7.369 -5.224 -12.674
H 6.794 -5.439 -11.016
H 5.322 -7.484 -10.508
H 3.739 -7.374 -11.361
H 5.223 -8.296 -11.818
H 4.782 -4.585 -11.191
H 5.336 -4.222 -12.843
H 2.649 -5.389 -11.952
H 2.955 -3.894 -12.726
H 3.430 -4.654 -14.973
H 2.253 -5.670 -14.299
H 3.717 -8.798 -14.137
H 2.446 -7.913 -15.003
H 2.594 -7.861 -13.221
H 4.486 -7.588 -16.540
H 5.388 -6.235 -16.247
H 3.713 -6.014 -16.649
H 6.847 -7.201 -14.700
C -2.545 1.657 -4.257
C -2.039 0.423 -4.956
C -3.225 -0.337 -5.646
C -1.027 0.876 -6.156
C 0.366 1.455 -5.790
C 1.078 0.386 -5.031
C 0.197 -0.131 -3.825
C 0.871 -1.448 -3.417
C 0.386 0.843 -2.607
N -1.248 -0.379 -4.091
O -1.905 -0.866 -3.003
H -3.472 1.524 -3.699
H -1.777 2.239 -3.747
H -2.891 2.384 -4.991
H -3.999 -0.567 -4.914
H -3.587 -0.022 -6.625
H -2.722 -1.295 -5.775
H -0.890 0.107 -6.915
H -1.582 1.543 -6.817
H 0.995 1.628 -6.663
H 0.352 2.351 -5.170
H 1.987 0.836 -4.631
H 1.386 -0.428 -5.686
H 1.952 -1.351 -3.314
H 0.757 -2.037 -4.327
H 0.374 -1.935 -2.578
H -0.139 0.535 -1.702
H 0.024 1.846 -2.836
H 1.429 0.810 -2.293
H -2.297 -1.608 -3.468
C 2.713 -0.443 12.029
C 2.027 0.532 10.943
C 0.628 1.029 11.496
C 2.966 1.812 10.915
C 2.588 2.641 9.665
C 2.889 1.831 8.400
C 2.814 0.366 8.520
C 2.374 -0.197 7.206
C 4.189 -0.187 8.738
N 1.788 0.018 9.607
O 1.440 -1.330 9.734
H 2.052 -1.294 12.192
H 3.764 -0.601 11.787
H 2.616 0.018 13.011
H -0.025 0.201 11.772
H 0.643 1.511 12.473
H 0.071 1.663 10.806
H 2.584 2.422 11.734
H 4.042 1.727 11.067
H 1.541 2.939 9.628
H 3.150 3.558 9.842
H 3.878 2.146 8.070
H 2.298 2.190 7.557
H 1.402 0.198 6.910
H 2.329 -1.285 7.254
H 3.020 -0.169 6.328
H 4.929 0.016 7.964
H 4.122 -1.274 8.773
H 4.658 0.158 9.660
H 2.297 -1.705 9.951
C 5.572 7.640 0.670
C 6.903 7.500 -0.155
C 7.843 6.428 0.598
C 6.541 6.962 -1.633
C 7.595 7.221 -2.682
C 8.212 8.597 -2.770
C 8.631 9.155 -1.371
C 10.047 8.681 -1.089
C 8.671 10.656 -1.537
N 7.600 8.840 -0.318
O 7.984 9.337 0.949
H 4.840 6.867 0.435
H 5.847 7.474 1.712
H 4.953 8.534 0.589
H 8.090 6.749 1.610
H 7.451 5.426 0.772
H 8.775 6.441 0.032
H 6.340 5.893 -1.558
H 5.573 7.326 -1.976
H 8.430 6.521 -2.671
H 7.226 7.143 -3.704
H 7.444 9.231 -3.211
H 9.057 8.519 -3.454
H 10.655 9.325 -0.453
H 10.658 8.460 -1.964
H 10.028 7.656 -0.721
H 8.496 11.184 -0.600
H 7.770 10.899 -2.101
H 9.562 11.052 -2.025
H 7.310 10.019 0.992
C -7.745 4.051 8.560
C -8.512 2.729 8.478
C -8.887 2.422 9.914
C -9.776 3.001 7.625
C -9.397 3.263 6.140
C -8.692 2.077 5.586
C -7.563 1.497 6.446
C -7.486 0.021 5.969
C -6.166 2.182 6.149
N -7.913 1.514 7.871
O -6.835 0.900 8.672
H -8.390 4.798 9.023
H -6.895 4.073 9.242
H -7.399 4.443 7.603
H -7.999 2.206 10.507
H -9.300 3.325 10.366
H -9.517 1.541 10.037
H -10.488 2.184 7.501
H -10.325 3.810 8.107
H -10.352 3.369 5.626
H -8.800 4.135 5.870
H -8.506 2.443 4.577
H -9.550 1.404 5.587
H -7.248 -0.013 4.906
H -8.491 -0.399 6.005
H -6.743 -0.646 6.405
H -5.367 1.821 6.796
H -6.276 3.264 6.223
H -5.719 2.034 5.166
H -6.019 1.396 8.577
C -4.743 -9.215 -0.795
C -6.286 -9.555 -1.220
C -6.371 -9.309 -2.829
C -6.601 -11.056 -1.006
C -7.131 -11.475 0.370
C -8.111 -10.469 0.876
C -7.684 -8.973 0.903
C -8.948 -8.067 1.115
C -6.638 -8.769 2.024
N -7.187 -8.714 -0.503
O -6.797 -7.385 -0.629
H -4.041 -9.863 -1.320
H -4.440 -8.189 -1.002
H -4.592 -9.295 0.281
H -6.286 -8.241 -3.029
H -5.581 -9.771 -3.420
H -7.322 -9.635 -3.251
H -7.130 -11.536 -1.829
H -5.718 -11.680 -1.141
H -7.732 -12.384 0.376
H -6.450 -11.548 1.218
H -8.267 -10.727 1.923
H -9.020 -10.633 0.298
H -8.524 -7.101 1.391
H -9.576 -8.312 1.972
H -9.555 -8.048 0.210
H -5.742 -8.305 1.610
H -6.296 -9.605 2.634
H -6.979 -8.074 2.792
H -6.092 -7.353 0.022
C 8.329 -4.592 0.979
C 8.442 -6.029 1.576
C 9.916 -6.284 1.665
C 7.878 -5.861 2.988
C 7.545 -7.168 3.689
C 6.486 -7.922 2.913
C 7.071 -8.259 1.440
C 8.186 -9.338 1.573
C 5.855 -8.793 0.725
N 7.541 -6.975 0.881
O 7.719 -7.070 -0.499
H 8.822 -4.191 0.093
H 7.265 -4.504 0.759
H 8.505 -3.834 1.742
H 10.339 -6.711 0.756
H 10.522 -5.478 2.080
H 10.135 -7.127 2.321
H 8.591 -5.461 3.709
H 6.965 -5.267 3.017
H 8.452 -7.750 3.848
H 7.215 -6.822 4.668
H 5.580 -7.315 2.905
H 6.132 -8.797 3.459
H 9.055 -9.045 2.162
H 8.560 -9.710 0.619
H 7.760 -10.280 1.917
H 5.068 -8.038 0.726
H 5.489 -9.729 1.146
H 6.147 -9.078 -0.286
H 8.304 -7.830 -0.530
*
```

Atomic partial charges in e from the Mulliken method, atoms 1 to 2: number 1, C, carries -1.47; number 2, C, carries 1.46

---

No. 2
The following is a DFT calculation (the ωB97M-V functional and the def2-TZVPD basis) of a structure of composition C6H13NO at a distorted geometry.

The geometry in ORCA input format:
```
! wB97M-V def2-TZVPD RIJCOSX def2/J DEFGRID3
* xyz 0 1
C -3.226 -0.017 0.471
N -2.107 0.512 -0.284
C -0.765 0.164 0.241
C -0.203 0.793 1.446
C 2.506 -1.439 -0.688
C 1.065 -1.380 -0.165
C 0.157 -0.514 -0.653
H -3.075 -1.187 0.366
H -3.313 0.284 1.489
H -4.231 0.305 -0.002
H -2.206 1.535 -0.307
H -0.299 -0.359 1.337
H -0.963 1.221 2.150
H 3.285 -1.709 0.049
H 2.777 -0.442 -0.903
H 2.626 -2.143 -1.526
H 1.027 -1.674 0.880
H -0.086 -0.463 -1.714
H 0.649 1.468 1.218
H 2.948 2.140 -0.442
O 2.301 1.474 -0.564
*
```

Atomic partial charges in e from the natural (NBO) method, atoms 1 to 2: number 1, C, carries -0.42; number 2, N, carries -0.62

---

What did we get for Kohn-Sham gap? Answer: 8.3117; 5.0633 eV, in the order shown.
What did we get for HOMO energy? Answer: -7.63; -6.87 eV, in the order shown.
What did we get for relative energy (zero: lowest compared OMol25 entry of this formula, charge and spin)? Answer: 12.228; 8.840 eV, in the order shown.